# 1
2 unconnected molecules or ions with the total composition C4H11NO3 at a distorted geometry, computed with wB97M-V/def2-TZVPD.

As for the largest force on an atom: 0.044 Eh/bohr. The total charge is 0. The HOMO energy is -9.499 eV. Its LUMO energy is 0.681 eV. The SMILES is NC(=O)O.CCOC. Its gap between HOMO and LUMO is 10.18 eV. The energy relative to the best compared isomer or geometry (same formula, charge and spin) is 1.1369 eV.

CARTESIAN COORDINATES (ANGSTROEM)
H: 1.64033 -1.11011 -0.41527
O: 1.46782 -1.56975 2.08473
C: 0.85057 -0.52119 2.05061
H: -2.61345 1.60284 -1.08201
H: 0.75987 1.51304 2.17804
H: 2.33170 0.82764 1.71961
C: -1.72811 1.26012 -1.62847
H: -0.71624 -1.41368 2.43040
C: 0.98470 -1.15852 -1.28818
C: -0.90422 0.34013 -0.75964
O: 0.38297 0.11207 -1.45709
H: -1.45734 -0.57406 -0.52919
H: -1.14557 2.13148 -1.94200
O: -0.46433 -0.47075 2.36600
H: -2.05135 0.74169 -2.53705
N: 1.37021 0.72699 2.00997
H: 0.25753 -1.97389 -1.22199
H: -0.62335 0.86868 0.15317
H: 1.65827 -1.33273 -2.13166



# 2
2 unconnected molecules or ions with the total composition C4H11NO3 at a distorted geometry, computed with wB97M-V/def2-TZVPD.

As for the largest force on an atom: 0.104 Eh/bohr. The total charge is 0. The HOMO energy is -9.316 eV. Its LUMO energy is 0.620 eV. The SMILES is N[C@@H](CO)CC=O.O. Its gap between HOMO and LUMO is 9.94 eV. The energy relative to the best compared isomer or geometry (same formula, charge and spin) is 3.4707 eV.

CARTESIAN COORDINATES (ANGSTROEM)
H: 1.54760 -1.20999 -3.77062
O: 0.40209 -2.63117 1.03782
O: 0.60245 -1.25089 -3.94887
H: 0.67103 -0.74444 -4.79836
N: 0.64880 0.66375 2.27740
C: -0.44608 -1.87931 0.53473
H: -1.41154 -0.87207 2.14552
H: 0.73889 0.42154 -0.83000
C: -0.36480 0.64461 1.14792
H: 1.21452 -0.21634 2.42359
H: 0.46267 2.91613 0.56000
O: 0.70225 2.43035 -0.37972
C: 0.09893 1.11354 -0.37862
H: -0.85717 1.17960 -0.93927
H: 1.16524 1.45574 2.37005
H: -1.05462 1.27483 1.46906
H: -2.01487 -0.44165 0.41793
H: -0.92870 -2.21067 -0.42876
C: -1.17670 -0.64356 1.09020



# 3
C4H11NO4S in the gas phase at a distorted geometry, computed with wB97M-V/def2-TZVPD.

As for the largest force on an atom: 0.116 Eh/bohr. The total charge is 0. The HOMO energy is -8.894 eV. Its LUMO energy is 0.624 eV. The SMILES is CN(C)[C@@](C)(O)S(=O)(=O)O. Its gap between HOMO and LUMO is 9.52 eV. The energy relative to the best compared isomer or geometry (same formula, charge and spin) is 2.0399 eV.

CARTESIAN COORDINATES (ANGSTROEM)
O: 2.01658 0.61370 -1.57295
S: 1.92234 0.19887 0.13196
C: 0.27247 -0.62755 0.07063
H: 0.54501 -1.35739 2.03453
N: -0.75649 0.25103 -0.55988
H: 2.79188 0.10455 -2.03128
C: -0.88851 1.56243 -0.01466
O: 0.59767 -1.82805 -0.58763
H: -1.91856 -0.88387 -1.87038
H: 1.43707 -2.13916 -0.24320
O: 2.04720 1.43719 0.84511
H: -0.01621 0.28827 2.06587
H: -1.70464 1.70994 0.76876
C: -0.10837 -0.77067 1.55561
H: -1.07984 -1.22833 1.62713
H: -1.15271 2.20829 -0.89751
H: -2.60949 0.53161 -0.93680
C: -2.04315 -0.42732 -0.88032
O: 3.01252 -0.72916 0.21974
H: -2.36116 -1.12764 -0.13575
H: -0.00361 2.21324 0.41102



# 4
A gas-phase ion, C4H11NOS (charge -1) at a distorted geometry, computed with wB97M-V/def2-TZVPD.

Its expectation value of S² is 0.752. As for the largest force on an atom: 0.078 Eh/bohr. The total charge is -1. The HOMO energy (spin up / spin down) is 0.881 / -5.505 eV. Its LUMO energy (spin up / spin down) is 2.234 / 3.103 eV. Its gap between HOMO and LUMO (spin up / spin down) is 1.35 / 8.61 eV. The energy relative to the best compared isomer or geometry (same formula, charge and spin) is 2.7670 eV. As for the spin multiplicity: 2.

CARTESIAN COORDINATES (ANGSTROEM)
H: 0.01187 1.77398 1.41116
H: -0.61898 -0.81597 -2.20083
H: 0.57356 0.70066 -0.85827
H: 2.48258 -0.10492 1.27542
H: 3.18262 -0.78384 -0.03954
C: 0.82903 -1.39564 -1.16418
C: -0.62092 0.90656 1.44923
S: -1.77822 1.26376 0.08998
C: 1.07864 -0.11985 -0.18112
H: -0.69702 0.69854 2.50709
O: -0.49640 -1.58722 -1.56941
H: -0.68160 -1.11989 0.97289
H: 1.39042 -2.28746 -0.81336
H: 1.56151 -1.25906 -2.04939
H: 0.88156 -0.86282 1.82653
H: -2.52107 2.13413 0.73870
C: 0.19908 -0.37788 1.00561
N: 2.56317 0.04646 0.24113



# 5
C4H11NOS in the gas phase at a distorted geometry, computed with wB97M-V/def2-TZVPD.

As for the largest force on an atom: 0.058 Eh/bohr. The total charge is 0. The HOMO energy is -8.950 eV. Its LUMO energy is 0.781 eV. The SMILES is C[C@H](CS)NCO. Its gap between HOMO and LUMO is 9.73 eV. The energy relative to the best compared isomer or geometry (same formula, charge and spin) is 1.4740 eV.

CARTESIAN COORDINATES (ANGSTROEM)
S: -1.45676 -2.35053 0.84326
C: 1.78972 0.82390 -0.44273
C: -0.57094 0.12989 -0.02692
H: 0.11154 2.01432 -0.20408
H: 0.24623 -0.73108 1.65021
H: -2.63680 0.00217 0.60480
N: 0.52420 1.16159 0.11134
C: -0.06958 -1.15230 0.68672
H: 2.24062 0.06860 0.20593
C: -1.82914 0.72702 0.43035
H: 2.53744 0.07714 -2.13058
H: -0.67575 -0.18057 -1.06719
H: 0.66306 -1.76000 0.18221
O: 1.65928 0.22311 -1.75241
H: -2.31147 1.37674 -0.30529
H: 2.40467 1.71912 -0.54371
H: -0.76226 -3.37043 0.34745
H: -1.86407 1.22132 1.41064



# 6
C4H11NOS2 in the gas phase at a distorted geometry, computed with wB97M-V/def2-TZVPD.

As for the largest force on an atom: 0.095 Eh/bohr. The total charge is 0. The HOMO energy is -8.555 eV. Its LUMO energy is 0.678 eV. The SMILES is CSSC[C@@H](N)CO. Its gap between HOMO and LUMO is 9.23 eV. The energy relative to the best compared isomer or geometry (same formula, charge and spin) is 3.1498 eV.

CARTESIAN COORDINATES (ANGSTROEM)
S: 0.70349 -1.10476 -1.34199
N: 0.89507 1.39048 1.30243
H: -0.79915 0.82463 2.97615
H: -1.23212 -0.09934 -0.07313
H: -0.81981 0.79586 -3.99943
H: 1.37507 -0.77943 1.53917
H: 1.46551 1.79538 1.92577
H: -0.75687 -1.68305 0.52043
H: 1.25774 1.77498 0.45220
H: 0.66629 0.81522 -4.82674
H: 0.08494 -0.74023 -4.16817
C: -0.51128 -0.20978 2.57970
C: 0.19048 0.32187 -4.01818
C: 0.49863 -0.03632 1.35203
C: -0.35346 -0.67233 0.08478
H: -2.15383 -1.48287 2.53753
H: 0.03539 -0.56064 3.58877
O: -1.69675 -0.76182 2.08565
S: 1.15069 0.41217 -2.51697



# 7
A gas-phase ion, C4H11NP (charge +1) at a distorted geometry, computed with wB97M-V/def2-TZVPD.

Its expectation value of S² is 2.009. As for the largest force on an atom: 0.082 Eh/bohr. The total charge is +1. The HOMO energy (spin up / spin down) is -11.513 / -13.705 eV. Its LUMO energy (spin up / spin down) is -3.112 / -5.460 eV. Its gap between HOMO and LUMO (spin up / spin down) is 8.40 / 8.25 eV. The energy relative to the best compared isomer or geometry (same formula, charge and spin) is 0.8522 eV. As for the spin multiplicity: 3.

CARTESIAN COORDINATES (ANGSTROEM)
H: 0.26034 -1.87071 -0.45952
P: 2.95438 0.20478 0.31426
C: -0.30578 1.51101 -0.23684
H: -2.38964 0.90191 0.85276
C: 1.52648 -0.20244 -0.64113
C: 0.27323 -0.82827 -0.07817
H: -0.86604 0.20060 -1.43006
H: -1.88411 -0.76736 1.34053
N: -0.77770 0.16011 -0.39799
H: 3.31310 -0.95563 0.94787
H: 0.44390 -1.08340 0.90828
H: -1.04381 2.34859 -0.44929
C: -2.02711 -0.06409 0.46438
H: 0.25695 1.54422 0.70429
H: 4.03494 0.11685 -0.68426
H: -2.77673 -0.41140 -0.09560
H: 1.43517 0.47141 -1.51584



# 8
3 unconnected molecules or ions with the total composition C4H11NS at a distorted geometry, computed with wB97M-V/def2-TZVPD.

Its expectation value of S² is 0.757. As for the largest force on an atom: 0.029 Eh/bohr. The total charge is -1. The HOMO energy (spin up / spin down) is -2.097 / -2.080 eV. Its LUMO energy (spin up / spin down) is 3.690 / 1.976 eV. Its gap between HOMO and LUMO (spin up / spin down) is 5.79 / 4.06 eV. The energy relative to the best compared isomer or geometry (same formula, charge and spin) is 3.3363 eV. As for the spin multiplicity: 2.

CARTESIAN COORDINATES (ANGSTROEM)
H: 4.51926 0.80482 0.94011
H: 0.19940 0.94319 -1.37603
C: 4.12020 -0.18429 0.69690
H: -2.03029 -0.02239 -2.14199
H: 4.04631 -0.80250 1.59013
H: -0.76999 -1.11232 0.61523
C: -0.62262 -0.83287 -0.41742
C: -1.76266 -0.06294 -1.09455
H: 4.81116 -0.64346 -0.01286
H: -2.61508 0.01476 -0.24411
S: 2.43935 0.03742 -0.07715
H: -0.62050 1.29422 0.22407
H: -3.94898 1.22383 0.65253
C: -0.49746 0.62738 -0.61627
N: -3.30094 0.47524 0.90544
H: -0.09469 -1.53949 -1.03638
H: -3.87248 -0.22061 1.39235



# 9
C4H11NS in the gas phase at a distorted geometry, computed with wB97M-V/def2-TZVPD.

As for the largest force on an atom: 0.035 Eh/bohr. The total charge is 0. The HOMO energy is -8.650 eV. Its LUMO energy is 0.942 eV. The SMILES is CCNCCS. Its gap between HOMO and LUMO is 9.59 eV. The energy relative to the best compared isomer or geometry (same formula, charge and spin) is 0.3818 eV.

CARTESIAN COORDINATES (ANGSTROEM)
H: -1.06125 -0.07336 1.46448
C: 1.23565 -1.40529 0.12684
H: 1.03182 -1.96867 -0.78192
H: -1.47983 -1.49545 -0.68144
N: 0.45837 0.80148 -0.87173
C: 1.49683 0.07901 -0.13971
H: -2.35878 1.10567 1.12734
H: -0.16250 2.07016 0.62914
H: 0.10473 0.27867 -1.67158
H: 2.43581 0.13911 -0.76896
H: 1.69336 0.60706 0.77892
C: -0.61104 1.41568 -0.09093
C: -1.58425 0.49449 0.65920
H: 2.12942 -1.88025 0.57797
S: -2.51064 -0.66171 -0.40060
H: 0.38325 -1.54454 0.83142
H: -1.20095 2.03792 -0.78844



# 10
C4H11NS in the gas phase at a distorted geometry, computed with wB97M-V/def2-TZVPD.

As for the largest force on an atom: 0.093 Eh/bohr. The total charge is 0. The HOMO energy is -9.043 eV. Its LUMO energy is 0.729 eV. The SMILES is CNCCCS. Its gap between HOMO and LUMO is 9.77 eV. The energy relative to the best compared isomer or geometry (same formula, charge and spin) is 4.0005 eV.

CARTESIAN COORDINATES (ANGSTROEM)
N: 1.08202 -0.14088 0.65639
H: 1.38646 -1.69040 -0.86114
H: -2.76187 0.84237 1.16442
C: -1.80685 0.37890 0.76589
S: -2.60670 -0.87767 -0.23098
H: 3.02163 -0.67753 -0.45220
H: 1.41858 1.79739 -0.68092
H: 0.78278 0.10126 -1.71765
C: -0.81444 1.24001 -0.12535
H: -0.81194 2.14111 0.41237
C: 2.02163 -1.13999 0.05104
C: 0.63314 0.73745 -0.58750
H: -1.15361 -0.02397 1.68888
H: 2.37446 -1.87057 0.89369
H: 0.12686 -0.72694 0.64377
H: -1.36107 1.67159 -1.01810
H: -1.53108 -1.76214 -0.60260



# 11
C4H11NS in the gas phase at a distorted geometry, computed with wB97M-V/def2-TZVPD.

As for the largest force on an atom: 0.052 Eh/bohr. The total charge is 0. The HOMO energy is -8.641 eV. Its LUMO energy is 0.926 eV. The SMILES is CCCSCN. Its gap between HOMO and LUMO is 9.57 eV. The energy relative to the best compared isomer or geometry (same formula, charge and spin) is 1.0787 eV.

CARTESIAN COORDINATES (ANGSTROEM)
N: -0.12192 -2.34136 -1.13862
H: -0.55411 -2.77217 -1.95237
H: 1.27922 0.74278 1.70471
H: -0.98921 1.74939 2.36817
C: 0.41490 1.48174 -0.20431
H: 0.42957 -0.41716 0.75352
C: -0.89681 0.79376 1.83958
C: 0.40573 0.62600 1.05873
H: -0.10443 2.43371 -0.14534
H: 1.33494 1.60892 -0.76578
C: 0.65107 -1.16505 -1.58263
S: -0.63353 0.35969 -1.46301
H: 1.03370 -1.22177 -2.59479
H: -1.02044 0.00844 2.58364
H: 1.42034 -0.91294 -0.86069
H: -0.90606 -1.81610 -0.75307
H: -1.74297 0.84211 1.15229



# 12
2 unconnected molecules or ions with the total composition C4H11NS at a distorted geometry, computed with wB97M-V/def2-TZVPD.

As for the largest force on an atom: 0.064 Eh/bohr. The total charge is 0. The HOMO energy is -8.678 eV. Its LUMO energy is 0.748 eV. The SMILES is CCCS.C=N. Its gap between HOMO and LUMO is 9.43 eV. The energy relative to the best compared isomer or geometry (same formula, charge and spin) is 2.3584 eV.

CARTESIAN COORDINATES (ANGSTROEM)
H: -0.52972 0.21566 1.03209
C: -2.39444 1.70335 0.30134
C: -0.81477 -0.24620 0.08440
H: -3.05639 -0.35798 -0.02102
H: 1.05435 -1.05284 -1.10553
C: -2.23235 0.31009 -0.29366
S: 0.48808 0.26576 -1.23908
H: -0.68596 -1.33260 0.16417
H: -2.46512 1.67042 1.40077
N: 2.59271 -0.67044 0.96635
H: -1.51333 2.30202 0.03344
H: 2.53590 -1.99753 2.51211
H: -3.27270 2.21540 -0.12987
H: 2.03689 0.06415 0.45298
H: 1.19333 -2.14099 1.19254
C: 2.16992 -1.74814 1.50807
H: -2.17994 0.34740 -1.38468



# 13
3 unconnected molecules or ions with the total composition C4H11NS at a distorted geometry, computed with wB97M-V/def2-TZVPD.

As for the largest force on an atom: 0.101 Eh/bohr. The total charge is 0. The HOMO energy is -7.810 eV. Its LUMO energy is -3.748 eV. Its gap between HOMO and LUMO is 4.06 eV. The energy relative to the best compared isomer or geometry (same formula, charge and spin) is 7.9645 eV.

CARTESIAN COORDINATES (ANGSTROEM)
H: -1.29759 -0.10572 1.12164
C: -1.36341 -1.17475 0.93857
C: 0.88859 -0.54780 -1.27896
H: -1.01502 -0.01731 -2.19930
H: -1.09369 -2.11890 -0.90827
H: -1.52988 2.58790 2.37663
H: 1.24932 0.16779 0.66136
H: -2.30915 -1.64022 1.25639
H: -0.60582 0.74877 -0.66889
H: 2.99524 2.33303 -1.48803
S: -0.54408 2.05214 1.60345
C: 1.65250 -0.35348 -0.20403
H: 2.59020 -0.93217 -0.07281
N: -1.40507 -1.21528 -0.53581
H: 2.83740 2.04991 -0.82123
C: -0.53866 -0.21984 -1.22739
H: -0.51087 -1.61407 1.44668